Molecular formula: C40H80O20S10
Method: DFT, the ωB97M-V functional and the def2-TZVPD basis

The LUMO energy is -0.1 eV. For the frontier orbital gap, the calculation gives 9.32 eV. Its SMILES is O=S1(=O)CCCC1.O=S1(=O)CCCC1.O=S1(=O)CCCC1.O=S1(=O)CCCC1.O=S1(=O)CCCC1.O=S1(=O)CCCC1.O=S1(=O)CCCC1.O=S1(=O)CCCC1.O=S1(=O)CCCC1.O=S1(=O)CCCC1. The calculation puts the energy above the lowest of the compared OMol25 structures with the same formula, charge and spin at 3.389 eV. The molar mass is 1201.73 g/mol. The charge is 0.

```
150
Properties=species:S:1:pos:R:3:forces:R:3:lowdin_charge:R:1
O -20.803 16.906 -17.337 -0.58 2.65 0.15 -0.34
S -21.220 18.332 -17.257 -1.20 -2.29 1.18 0.72
O -20.297 19.403 -17.564 -0.46 -0.54 -0.19 -0.34
C -22.883 18.476 -18.087 0.61 0.62 0.26 -0.21
C -23.938 17.850 -17.116 1.61 -0.18 -0.96 -0.19
C -23.530 18.284 -15.661 -0.50 -0.57 -1.02 -0.19
C -22.029 18.717 -15.613 -1.21 0.26 -0.70 -0.19
H -22.790 18.149 -19.123 -0.11 -0.72 0.24 0.10
H -23.006 19.552 -18.210 -0.15 0.22 0.37 0.09
H -24.942 18.125 -17.441 0.04 0.38 0.33 0.11
H -23.901 16.769 -17.254 0.21 -0.09 0.29 0.09
H -23.811 17.489 -14.970 0.39 -0.09 -0.01 0.10
H -24.206 19.109 -15.438 0.41 0.31 0.31 0.10
H -21.525 18.407 -14.697 0.34 -0.06 -0.41 0.08
H -22.105 19.802 -15.679 0.70 0.08 0.25 0.09
O -21.203 11.524 -9.394 -0.14 -0.84 -0.62 -0.31
S -20.983 12.923 -9.228 -0.16 1.30 0.38 0.69
O -19.680 13.495 -9.549 -0.93 -0.25 0.30 -0.33
C -22.301 13.979 -10.001 0.81 -0.20 -0.97 -0.22
C -23.286 14.447 -8.972 1.14 -0.27 0.77 -0.19
C -22.376 14.508 -7.687 -1.32 1.07 0.50 -0.23
C -21.498 13.319 -7.544 -0.13 -0.79 -0.08 -0.24
H -22.696 13.406 -10.840 0.16 0.26 -0.11 0.10
H -21.735 14.857 -10.312 0.11 -0.29 -0.55 0.07
H -23.658 15.453 -9.162 0.11 -0.02 -0.23 0.10
H -24.162 13.799 -8.958 0.17 -0.19 0.67 0.12
H -23.053 14.595 -6.837 0.30 0.17 0.28 0.11
H -21.701 15.364 -7.695 -0.45 0.52 -0.31 0.11
H -22.140 12.524 -7.166 0.52 -0.52 -0.19 0.11
H -20.610 13.445 -6.923 -0.15 0.08 -0.02 0.11
O -21.096 13.680 -17.306 -1.13 0.33 0.56 -0.33
S -22.449 13.526 -16.793 -0.75 -1.43 -1.02 0.71
O -23.014 14.345 -15.729 0.54 0.04 -0.65 -0.35
C -23.652 13.475 -18.301 0.36 -1.30 0.91 -0.16
C -23.858 11.914 -18.554 0.84 1.19 0.42 -0.20
C -23.897 11.288 -17.154 -0.58 0.47 0.34 -0.23
C -22.700 11.752 -16.344 0.79 0.14 -0.18 -0.22
H -23.167 14.043 -19.094 -0.04 -0.19 0.04 0.09
H -24.616 13.901 -18.023 0.22 0.26 0.21 0.08
H -24.793 11.673 -19.059 0.11 0.32 -0.22 0.11
H -23.011 11.578 -19.152 -0.05 -0.28 0.00 0.11
H -24.087 10.215 -17.120 0.52 -0.06 -0.22 0.12
H -24.800 11.710 -16.713 -0.16 0.09 0.34 0.11
H -21.780 11.223 -16.595 0.03 0.13 -0.44 0.07
H -22.715 11.634 -15.260 -0.58 0.35 -0.01 0.10
O -18.466 13.407 -19.359 -0.08 1.04 -0.24 -0.31
S -17.516 12.344 -19.264 1.25 -2.91 1.18 0.71
O -16.066 12.551 -19.446 -1.80 0.11 -0.09 -0.35
C -17.782 11.415 -17.669 -0.25 1.21 0.54 -0.20
C -18.763 10.304 -17.972 0.48 -0.73 -0.30 -0.22
C -18.312 9.767 -19.308 -0.10 -0.06 -1.61 -0.23
C -18.165 10.937 -20.288 0.38 1.31 0.17 -0.20
H -18.175 12.142 -16.958 -0.12 0.09 -0.11 0.06
H -16.809 11.128 -17.271 0.03 -0.31 -0.37 0.10
H -18.693 9.385 -17.390 0.05 0.53 0.98 0.11
H -19.810 10.606 -17.961 0.11 0.29 -0.09 0.12
H -18.998 8.993 -19.654 -0.14 0.16 -0.32 0.12
H -17.361 9.250 -19.185 0.21 0.18 0.01 0.12
H -19.094 11.404 -20.616 -0.30 -0.49 0.01 0.09
H -17.504 10.901 -21.154 0.07 -0.58 0.15 0.10
O -21.043 13.215 -12.889 0.85 0.56 -0.83 -0.36
S -19.891 13.463 -13.775 1.05 0.33 -0.55 0.75
O -19.612 12.459 -14.815 -0.46 0.83 1.36 -0.35
C -19.889 15.239 -14.533 -0.92 -0.86 -0.52 -0.18
C -18.860 16.085 -13.813 -0.56 -0.42 -0.54 -0.22
C -18.615 15.363 -12.511 1.48 0.26 1.03 -0.22
C -18.407 13.842 -12.709 -1.43 0.70 -1.00 -0.19
H -20.931 15.544 -14.431 0.00 0.13 0.21 0.08
H -19.682 15.212 -15.603 -0.14 -0.66 0.06 0.07
H -17.985 16.192 -14.453 0.24 -0.43 0.18 0.09
H -19.191 17.114 -13.674 -0.31 -0.07 0.29 0.10
H -19.401 15.620 -11.801 -0.25 -0.44 0.05 0.10
H -17.711 15.794 -12.080 0.23 -0.19 0.34 0.10
H -18.412 13.244 -11.798 -0.09 0.07 -0.12 0.07
H -17.544 13.659 -13.349 -0.06 -0.10 0.14 0.07
O -16.428 12.011 -10.522 0.90 0.91 -0.85 -0.32
S -15.332 12.889 -10.932 -0.18 1.70 0.60 0.76
O -15.394 13.772 -12.139 0.10 -2.21 1.81 -0.36
C -14.865 14.033 -9.552 -0.31 -0.32 -0.51 -0.20
C -13.946 13.197 -8.673 -0.97 -0.13 0.95 -0.24
C -12.991 12.425 -9.548 0.20 0.81 0.00 -0.22
C -13.769 11.971 -10.772 0.68 -0.07 -1.33 -0.21
H -15.762 14.438 -9.084 -0.09 -0.38 0.08 0.11
H -14.385 14.878 -10.046 0.32 -0.14 -0.02 0.08
H -13.484 13.778 -7.874 0.23 0.12 -0.24 0.12
H -14.541 12.448 -8.151 -0.39 0.08 0.11 0.12
H -12.525 11.594 -9.017 -0.08 0.05 -0.08 0.12
H -12.213 13.121 -9.861 0.23 -0.19 -0.09 0.12
H -13.891 10.888 -10.808 -0.47 0.21 -0.15 0.11
H -13.207 12.315 -11.640 -0.11 -0.43 -0.29 0.10
O -15.086 12.768 -16.263 -2.25 2.70 0.32 -0.35
S -15.926 14.015 -16.148 2.10 -0.08 -0.35 0.73
O -17.349 13.996 -15.869 0.49 -0.53 0.32 -0.33
C -15.123 15.199 -14.994 0.47 0.47 -0.73 -0.19
C -14.609 16.426 -15.894 0.84 -1.27 0.07 -0.20
C -15.564 16.607 -17.096 -1.04 -1.56 1.85 -0.16
C -15.721 15.100 -17.586 1.07 0.04 -0.46 -0.20
H -14.329 14.693 -14.446 0.06 -0.02 -0.29 0.08
H -15.880 15.432 -14.246 -0.08 0.38 -0.20 0.06
H -14.292 17.276 -15.289 -0.98 0.36 0.13 0.10
H -13.640 16.199 -16.339 0.20 -0.77 0.11 0.10
H -15.298 17.392 -17.804 0.24 -0.56 -0.19 0.11
H -16.469 16.930 -16.581 -0.64 0.02 -0.65 0.10
H -14.777 14.731 -17.987 0.42 0.31 0.02 0.10
H -16.394 14.731 -18.360 -0.63 0.80 0.27 0.07
O -20.271 19.214 -12.463 0.32 0.23 1.67 -0.34
S -20.216 19.214 -10.996 -2.24 -0.79 -0.79 0.72
O -18.967 19.083 -10.297 0.16 0.05 -0.03 -0.32
C -21.204 20.589 -10.288 0.28 0.46 -0.28 -0.18
C -22.503 19.974 -9.798 -1.86 3.90 -2.02 -0.30
C -22.346 18.662 -9.351 1.96 -4.09 2.10 -0.26
C -21.438 17.932 -10.407 -0.74 0.24 -0.20 -0.16
H -21.376 21.351 -11.048 0.16 -0.19 -0.13 0.11
H -20.623 21.056 -9.493 0.11 -0.27 0.07 0.11
H -23.054 20.576 -9.075 0.52 0.36 0.28 0.13
H -23.254 19.923 -10.586 0.24 0.37 -0.76 0.13
H -23.321 18.239 -9.111 0.10 -0.63 -0.53 0.12
H -21.873 18.727 -8.371 0.55 -0.54 0.15 0.12
H -22.067 17.695 -11.265 -0.01 0.42 -0.33 0.10
H -20.968 16.964 -10.230 0.37 0.35 0.77 0.08
O -20.499 7.232 -13.620 0.02 0.43 -0.47 -0.35
S -20.464 8.596 -14.121 0.10 1.74 0.49 0.73
O -21.272 8.990 -15.301 1.40 -0.81 1.43 -0.37
C -20.868 9.761 -12.735 1.06 -0.67 0.32 -0.19
C -19.534 10.056 -11.936 -1.65 -0.34 -0.96 -0.20
C -18.298 9.829 -12.831 -0.67 -0.04 -0.50 -0.19
C -18.653 9.176 -14.217 -1.34 -0.09 0.65 -0.16
H -21.517 9.220 -12.046 -0.41 0.12 -0.40 0.10
H -21.336 10.627 -13.204 0.12 0.00 0.21 0.07
H -19.610 11.053 -11.503 0.18 0.01 -0.20 0.08
H -19.474 9.369 -11.092 -0.21 0.01 -0.06 0.11
H -17.692 9.223 -12.158 0.76 0.05 -0.86 0.11
H -17.876 10.807 -13.064 0.46 -0.25 0.17 0.09
H -18.066 8.307 -14.514 -0.01 0.12 0.08 0.09
H -18.696 9.933 -15.000 0.19 -0.03 0.04 0.06
O -14.849 21.458 -12.041 0.57 -1.28 1.10 -0.35
S -14.521 20.407 -11.067 -0.59 -0.14 0.10 0.71
O -13.576 20.674 -9.990 -0.22 -0.22 -0.91 -0.35
C -16.028 19.741 -10.319 0.15 0.26 -0.90 -0.24
C -15.806 18.239 -10.162 -0.19 1.40 2.16 -0.25
C -15.215 17.756 -11.421 1.49 -0.66 -0.71 -0.22
C -14.143 18.790 -11.930 -1.26 1.14 -0.31 -0.16
H -16.732 19.870 -11.141 -0.43 0.28 0.32 0.09
H -16.268 20.341 -9.441 -0.09 -0.20 -0.11 0.11
H -15.102 18.078 -9.346 0.19 0.03 0.16 0.12
H -16.728 17.763 -9.828 -0.09 -0.11 -0.44 0.11
H -15.996 17.593 -12.165 0.18 0.17 -0.25 0.11
H -14.757 16.789 -11.210 0.10 -0.10 -0.41 0.09
H -14.426 19.025 -12.956 0.49 0.04 -0.12 0.08
H -13.062 18.672 -11.850 -0.24 -0.62 0.23 0.10
```
Positions in Å, forces in eV/Å.